[1]
The following is a DFT calculation (the ωB97M-V functional and the def2-TZVPD basis) of a structure of composition C41H31IN2O4PSTi.

Properties
largest force on an atom: 3.2 eV/A
net charge: +3
E_HOMO: -0.5626 Eh
total energy: -105505.004 eV
LUMO: -9.89 eV
frontier orbital gap: 5.422 eV

Last column: Mulliken charge in e.
Geometry (Å):
Ti  0.512  0.575  1.461  -1.609
O  -1.250  -3.299  3.234  -0.430
C  -0.960  -2.136  2.748  0.204
O  -0.296  -1.269  3.304  -0.452
C  -1.557  -1.803  1.416  0.283
C  -2.612  -2.461  0.801  -0.544
C  -3.263  -1.829  -0.257  -0.498
C  -2.918  -0.524  -0.595  -0.609
C  -1.827  0.049  0.051  0.244
N  -1.120  -0.614  0.968  1.174
C  -1.275  1.473  -0.019  0.050
O  -1.220  2.162  -0.999  -0.484
O  -0.745  1.765  1.139  -0.606
H  -0.967  -3.446  4.156  0.430
H  -2.939  -3.424  1.168  0.596
H  -4.062  -2.338  -0.776  0.532
H  -3.473  0.041  -1.328  0.625
I  -0.102  -0.306  -2.740  0.303
C  0.588  1.333  -3.897  0.414
C  0.109  1.380  -5.180  -0.605
C  0.545  2.379  -6.055  -0.889
C  1.445  3.306  -5.610  -0.881
C  1.943  3.271  -4.290  0.812
C  2.879  4.244  -3.890  -0.876
C  3.409  4.226  -2.630  -1.563
C  2.994  3.255  -1.719  -0.118
C  2.055  2.286  -2.052  2.290
P  1.700  1.078  -0.697  0.811
C  2.243  2.152  0.752  0.396
C  1.481  3.332  0.923  0.480
C  1.858  4.285  1.854  -1.177
C  3.024  4.110  2.589  -0.878
C  3.794  2.968  2.416  -0.807
C  3.403  1.981  1.524  -0.306
C  2.912  -0.282  -0.871  1.651
C  4.261  -0.065  -1.136  -0.737
C  5.100  -1.147  -1.364  -0.879
C  4.595  -2.437  -1.374  -0.774
C  3.250  -2.662  -1.108  -0.791
C  2.417  -1.592  -0.842  -0.786
C  1.509  2.257  -3.367  -0.832
H  -0.593  0.638  -5.529  0.465
H  0.172  2.398  -7.066  0.437
H  1.811  4.082  -6.264  0.452
H  3.172  5.002  -4.602  0.472
H  4.146  4.956  -2.329  0.514
H  3.446  3.285  -0.738  0.677
H  0.657  3.549  0.244  0.443
H  1.271  5.185  1.967  0.564
H  3.361  4.887  3.257  0.512
H  4.726  2.869  2.949  0.596
H  4.044  1.123  1.356  0.270
H  4.646  0.943  -1.197  0.508
H  6.148  -0.982  -1.562  0.511
H  5.235  -3.272  -1.611  0.566
H  2.846  -3.662  -1.147  0.521
H  1.352  -1.763  -0.666  0.237
N  1.823  -0.696  1.912  0.004
S  2.477  -1.164  3.368  0.033
C  4.242  -1.171  2.910  0.975
C  5.166  -0.207  3.272  -0.132
C  6.475  -0.331  2.827  -0.719
C  6.849  -1.396  2.021  -0.735
C  5.916  -2.360  1.673  -0.828
C  4.612  -2.260  2.129  -0.683
C  2.288  0.308  4.381  1.159
C  3.012  0.346  5.569  -0.608
C  2.885  1.438  6.414  -0.661
C  2.016  2.469  6.091  -0.850
C  1.254  2.403  4.932  -0.371
C  1.385  1.320  4.075  0.137
H  1.967  -1.505  1.300  0.097
H  4.892  0.622  3.907  0.438
H  7.207  0.403  3.126  0.493
H  7.869  -1.483  1.676  0.492
H  6.205  -3.199  1.058  0.528
H  3.894  -3.031  1.887  0.550
H  3.659  -0.478  5.827  0.615
H  3.452  1.474  7.332  0.498
H  1.908  3.314  6.753  0.509
H  0.537  3.181  4.707  0.578
H  0.704  1.246  3.194  0.577

[2]
The following is a DFT calculation (the ωB97M-V functional and the def2-TZVPD basis) of a structure of composition C38H54AsCaN4O6.

Properties
largest force on an atom: 4.5 eV/A
net charge: -1
E_HOMO: -0.1511 Eh
total energy: -137797.964 eV
LUMO: 1.66 eV
frontier orbital gap: 5.768 eV

Last column: Mulliken charge in e.
Geometry (Å):
Ca  2.514  -2.299  0.468  1.173
C  0.907  -2.224  3.525  -2.003
C  -0.295  -1.309  3.898  0.513
C  -1.507  -2.185  4.146  -1.906
C  -2.270  -2.147  5.554  1.530
C  -1.332  -1.659  6.735  -1.824
C  -2.717  -3.678  5.779  -1.881
N  -3.532  -1.295  5.588  0.074
C  -4.839  -1.429  4.773  -1.722
C  -4.849  -0.350  3.694  -0.635
N  -4.632  1.074  4.048  1.240
C  -5.405  1.501  5.276  -0.599
C  -4.523  2.215  6.263  0.432
O  -4.725  3.360  6.314  -0.553
O  -3.563  1.594  6.936  -0.576
C  -5.164  1.832  2.885  0.517
C  -4.553  3.176  2.975  -2.084
C  -5.119  1.324  1.446  -2.262
C  -3.900  1.116  0.515  2.174
C  -3.683  2.420  -0.220  -2.211
C  -4.284  0.074  -0.529  -2.068
N  -2.643  0.722  1.153  -0.230
C  -1.889  1.655  1.988  -0.659
C  -1.169  0.963  3.226  -1.013
N  -0.712  -0.336  2.763  0.288
C  0.302  -0.111  1.791  -0.543
C  1.657  0.701  2.366  0.663
O  2.504  0.482  1.481  -0.738
O  1.726  1.316  3.440  -0.687
H  0.823  -3.100  2.846  0.241
H  1.247  -2.625  4.457  0.448
H  1.751  -1.675  3.148  0.737
H  -0.029  -0.672  4.787  0.560
H  -1.197  -3.213  3.954  0.491
H  -2.156  -1.961  3.315  0.493
H  -0.331  -1.953  6.568  0.359
H  -1.673  -2.263  7.572  0.555
H  -1.450  -0.605  6.952  0.269
H  -3.116  -4.042  4.832  0.467
H  -3.418  -3.719  6.609  0.420
H  -1.960  -4.399  6.039  0.437
H  -3.832  -1.202  6.534  0.565
H  -3.509  0.578  6.857  0.290
H  -5.690  -1.293  5.417  0.405
H  -4.926  -2.342  4.144  0.407
H  -5.858  -0.466  3.238  0.438
H  -4.128  -0.678  2.976  0.191
H  -6.217  0.890  5.865  0.288
H  -6.066  2.306  4.975  0.403
H  -6.309  1.917  2.984  0.495
H  -5.039  3.849  3.623  0.481
H  -4.569  3.665  1.999  0.437
H  -3.572  3.122  3.462  0.697
H  -5.798  2.016  0.860  0.503
H  -5.934  0.532  1.353  0.589
H  -2.791  2.490  -0.772  0.538
H  -3.617  3.322  0.411  0.403
H  -4.444  2.540  -0.970  0.471
H  -5.258  0.396  -0.918  0.463
H  -4.377  -0.919  -0.070  0.370
H  -3.587  0.157  -1.403  0.387
H  -2.622  -0.207  1.644  0.178
H  -2.441  2.471  2.541  -0.101
H  -1.127  2.093  1.296  0.784
H  -1.904  0.668  3.980  0.118
H  -0.375  1.677  3.515  0.443
H  -0.156  0.361  0.923  0.439
H  0.645  -1.157  1.483  -0.346
O  4.831  -1.183  -8.697  -0.769
As  5.036  -0.594  -7.204  1.018
C  5.058  1.390  -7.352  0.337
C  4.415  2.246  -6.432  -0.221
C  4.384  3.600  -6.811  -0.496
C  5.071  4.138  -7.873  -0.514
C  5.743  3.229  -8.686  -0.410
C  5.650  1.896  -8.467  -0.474
C  6.714  -1.229  -6.556  0.098
C  7.485  -0.461  -5.782  0.040
C  8.819  -0.700  -5.463  -0.636
C  9.448  -1.877  -6.025  -0.441
C  8.647  -2.646  -6.880  -0.439
C  7.322  -2.340  -7.128  -0.222
C  3.497  -0.948  -5.988  0.069
C  2.459  -1.811  -6.482  -0.284
C  1.299  -1.839  -5.807  -0.660
C  1.234  -1.404  -4.481  -0.170
C  2.234  -0.668  -3.926  -0.883
C  3.406  -0.418  -4.667  -0.012
H  3.966  2.046  -5.461  0.342
H  4.054  4.274  -6.007  0.265
H  5.161  5.220  -7.875  0.366
H  6.198  3.633  -9.608  0.308
H  6.123  1.147  -9.140  0.310
H  7.065  0.477  -5.368  0.202
H  9.209  0.010  -4.757  0.384
H  10.525  -2.101  -5.902  0.339
H  9.022  -3.573  -7.346  0.305
H  6.745  -3.031  -7.753  0.353
H  2.706  -2.466  -7.282  0.412
H  0.484  -2.571  -6.029  0.229
H  0.460  -1.767  -3.851  0.446
H  2.343  -0.320  -2.860  0.299
H  4.355  -0.098  -4.252  0.464
O  1.536  -2.322  -1.109  -1.178